Formula: C45H47F6N6O7PY
Source: the Open Molecules 2025 dataset
Level of theory: ωB97M-V/def2-TZVPD

Structure (XYZ):
```
113
Properties=species:S:1:pos:R:3:forces:R:3
Y -0.0073 -0.0661 0.6086 0.2951 -0.4642 0.7203
C 0.2074 0.8833 -5.4182 0.0307 -0.0691 0.0105
C 0.5167 2.1741 -5.0239 0.0372 0.0326 0.0223
C 0.0015 2.6423 -3.8284 0.0424 0.0452 -0.0047
C -0.8167 1.8135 -3.0534 -0.1572 -0.0261 0.0170
N -1.0973 0.5628 -3.4299 -0.0109 -0.0553 -0.0114
C -0.5918 0.1243 -4.5757 0.0057 -0.0637 0.0044
C -1.4709 2.3609 -1.8330 0.1417 0.0159 0.1276
C -2.2580 3.4958 -2.0564 0.0240 0.0242 -0.0151
C -2.9223 4.1137 -1.0124 -0.0512 0.0585 -0.0369
C -2.7630 3.6011 0.2660 -0.0147 -0.0168 0.0652
C -1.9483 2.4960 0.4707 -0.0310 -0.1187 -0.1024
C -1.2729 1.7980 -0.5563 -0.1635 0.0847 -0.0819
H 0.5926 0.4562 -6.3351 -0.0100 0.0129 -0.0200
H 1.1496 2.8062 -5.6383 -0.0059 0.0028 0.0105
H 0.2067 3.6470 -3.4790 0.0202 -0.0160 -0.0089
H -0.8319 -0.9019 -4.8370 0.0016 -0.0067 0.0117
H -2.3614 3.8851 -3.0659 -0.0160 -0.0136 0.0020
H -3.5459 4.9827 -1.1933 -0.0109 -0.0062 -0.0013
H -3.2669 4.0647 1.1087 0.0155 0.0109 0.0000
H -1.8458 2.1580 1.4982 -0.0019 0.0024 0.0051
O 2.7841 -3.1188 0.3182 0.0036 -0.0377 0.1026
C 2.2590 -2.4231 1.1933 0.1043 -0.0338 0.0519
O 1.0557 -2.0297 1.2497 -0.2323 0.2160 -0.1918
C 3.1260 -1.9281 2.3371 0.0304 0.2123 -0.1020
C 3.6987 -2.7669 3.2400 0.0241 0.0286 -0.0104
C 4.5399 -2.2549 4.2519 0.0019 0.0360 0.0681
C 4.8714 -0.9144 4.2834 -0.0448 -0.0643 -0.1088
C 4.3434 -0.0743 3.3241 0.2343 -0.0317 0.0051
C 3.3520 -0.4911 2.3652 -0.2062 -0.0382 -0.1402
O 2.7452 0.2909 1.5942 0.2053 -0.1348 -0.2152
N 4.8661 1.2775 3.2938 -0.6575 0.2900 0.1377
O 5.1522 1.8185 4.3540 0.2175 -0.1202 -0.0571
O 4.9726 1.8356 2.2117 0.2476 -0.1148 -0.0401
N 5.1282 -3.1405 5.2152 0.0936 -0.0270 -0.0426
O 4.8532 -4.3336 5.1596 -0.0368 0.0067 0.0074
O 5.9010 -2.6809 6.0526 -0.0285 0.0208 0.0256
H 3.5277 -3.8327 3.1827 -0.0018 -0.0016 -0.0036
H 5.5587 -0.5307 5.0209 0.0176 -0.0002 0.0145
F -1.7676 -2.0104 0.5431 -0.0399 0.1187 -0.0369
P -2.6199 -1.7184 1.9445 0.0878 0.0379 -0.0814
F -3.3936 -1.3608 3.2962 -0.0076 0.0004 0.0396
F -2.3917 -3.2289 2.4051 0.0316 0.0025 -0.0086
F -3.9819 -2.1083 1.2039 -0.0449 -0.0135 -0.0191
F -1.1918 -1.2746 2.6091 -0.0418 -0.0335 0.0493
F -2.7550 -0.1779 1.4236 -0.0262 0.0147 -0.0002
C 2.9064 3.6585 0.2452 0.0095 0.0232 -0.0236
C 1.4125 3.7252 0.5620 -0.0268 -0.0603 0.0692
C 0.7460 4.8824 -0.1763 0.0021 0.0329 -0.0262
C 1.1952 3.7683 2.0564 -0.0259 0.0079 0.0267
C 1.4792 4.9285 2.7492 0.0194 -0.0155 -0.0015
C 1.3333 5.0020 4.1301 0.0102 0.0502 0.0186
C 0.8928 3.8866 4.8378 -0.0025 -0.0309 0.0186
C 0.5934 2.6964 4.2054 0.0182 -0.0168 -0.0019
C 0.1116 1.5342 5.0498 0.0212 0.0451 0.0176
C 1.0134 0.2992 4.9642 0.0106 0.0109 0.0270
C -1.3514 1.1935 4.7576 -0.0150 -0.0048 0.0097
C 0.7294 2.5859 2.7649 0.0837 -0.1135 -0.0338
N 0.4477 1.4663 2.1381 -0.2009 0.1649 -0.2112
H 3.0506 3.6720 -0.8420 0.0560 -0.0563 -0.0052
H 3.3488 2.7576 0.6759 -0.0064 0.0042 -0.0035
H 3.4362 4.5216 0.6612 -0.0118 -0.0042 0.0018
H 0.9406 2.8056 0.2142 0.0280 -0.0222 -0.0175
H 1.1781 5.8490 0.1033 -0.0017 -0.0093 0.0000
H -0.3257 4.9064 0.0209 -0.0036 -0.0038 0.0093
H 0.8805 4.7586 -1.2551 -0.0056 0.0043 -0.0003
H 1.8375 5.7995 2.2088 -0.0075 0.0012 0.0045
H 1.5717 5.9193 4.6567 -0.0024 0.0046 -0.0079
H 0.7895 3.9480 5.9174 0.0013 -0.0042 -0.0039
H 0.1619 1.8890 6.0877 -0.0176 -0.0022 -0.0096
H 0.9830 -0.1379 3.9694 -0.0233 -0.0100 -0.0301
H 0.6787 -0.4534 5.6839 0.0026 -0.0015 -0.0099
H 2.0491 0.5581 5.1999 -0.0043 0.0007 -0.0138
H -1.4716 0.8632 3.7297 0.0010 0.0073 -0.0059
H -1.9912 2.0654 4.9202 0.0036 -0.0020 0.0007
H -1.6956 0.3860 5.4088 0.0006 -0.0007 0.0051
C 5.2514 1.5018 -1.7539 -0.0381 0.0350 0.0322
N 4.3368 0.3479 -1.8798 -0.1162 -0.0367 -0.0548
C 4.5401 -0.6116 -0.7575 0.0124 -0.0799 0.0773
C 2.8800 0.7740 -2.0216 -0.0066 -0.0016 -0.0018
C 2.0512 -0.4168 -2.4158 0.0272 -0.0405 0.0745
C 2.4079 -1.0918 -3.5916 0.0080 0.0828 0.0269
C 1.7996 -2.2893 -3.9136 -0.0343 -0.0223 -0.0674
C 0.8271 -2.7940 -3.0543 -0.0445 -0.0187 0.0260
C 0.4651 -2.0909 -1.9167 0.0591 0.0596 -0.0777
C 1.0494 -0.8609 -1.5473 0.1663 0.0828 0.0866
H 6.2781 1.1418 -1.7339 -0.0006 0.0071 -0.0029
H 5.0246 2.0100 -0.8189 -0.0107 0.0079 0.0195
H 5.0986 2.1784 -2.5924 -0.0032 -0.0011 0.0057
H 4.5335 -0.1638 -2.7393 0.0562 0.0458 -0.0451
H 4.2603 -0.0982 0.1594 0.0098 0.0121 0.0021
H 5.5912 -0.8983 -0.7465 -0.0156 -0.0084 0.0048
H 3.9028 -1.4827 -0.8958 -0.0556 -0.0124 0.0305
H 2.8899 1.5809 -2.7601 -0.0467 -0.0246 -0.0275
H 2.5752 1.1659 -1.0529 0.0066 0.0317 0.0299
H 3.1473 -0.6706 -4.2769 0.0061 -0.0033 0.0004
H 2.0708 -2.8215 -4.8187 0.0051 0.0051 0.0026
H 0.3599 -3.7494 -3.2717 0.0139 0.0000 -0.0039
H -0.2667 -2.5478 -1.2563 -0.0380 0.0061 -0.0369
C -6.6229 -3.7208 -0.9598 -0.0094 -0.0218 -0.0041
C -5.7913 -2.5053 -1.2585 0.0144 -0.0153 -0.0037
C -6.2384 -1.2312 -0.9298 -0.0038 0.0377 0.0198
C -5.4156 -0.1434 -1.1689 -0.0028 -0.0021 -0.0016
N -4.2025 -0.2374 -1.7068 -0.0928 0.1006 -0.0027
C -3.7736 -1.4542 -2.0125 0.0702 -0.0193 -0.0231
C -4.5299 -2.6043 -1.8209 0.0647 -0.0065 0.0068
H -6.8262 -3.7851 0.1108 0.0074 -0.0008 -0.0012
H -6.1065 -4.6329 -1.2584 -0.0004 0.0052 -0.0050
H -7.5831 -3.6843 -1.4798 -0.0002 0.0109 0.0055
H -7.2048 -1.0869 -0.4591 -0.0010 -0.0039 -0.0083
H -5.7387 0.8583 -0.9012 0.0001 -0.0050 -0.0051
H -2.7651 -1.5102 -2.4099 0.0170 0.0296 -0.0525
H -4.1079 -3.5708 -2.0704 -0.0087 -0.0020 0.0139
```
Forces are in eV/Å.

**⟨S²⟩**: 0.800
**LUMO level (spin up / spin down)**: 3.49 / 3.49 eV
**Total charge**: -2
**HOMO-LUMO gap (spin up / spin down)**: 5.7 / 5.8 eV
**ΔE to the lowest compared entry with this formula, charge and spin**: 2.804 eV
**2S+1**: 2

***

Formula: C3H6ClNO2
Source: the Open Molecules 2025 dataset
Level of theory: ωB97M-V/def2-TZVPD

Structure (XYZ):
```
13
Properties=species:S:1:pos:R:3:forces:R:3
C 0.1196 -1.7518 -0.9953 -1.9862 1.9617 -1.1133
C -0.3224 -0.2938 -0.7389 1.5640 0.6298 0.3881
Cl 0.2556 0.7862 -2.0450 0.2267 0.2783 -0.3972
C 0.0582 0.3378 0.6912 -0.9975 -2.2741 -2.2922
O 0.0195 -0.3985 1.6418 0.2398 -0.3075 0.9726
N 0.3191 1.6474 0.7506 0.0284 -0.8214 0.8513
O 0.3741 2.1472 2.0344 0.8354 2.6492 -0.4985
H 1.0124 -1.5814 -1.4864 2.3594 -0.6322 -0.6023
H -0.5537 -2.2596 -1.7445 0.4663 0.4407 1.2585
H 0.1751 -2.1207 -0.0225 0.2711 -1.5895 1.2681
H -1.3409 -0.2727 -0.9118 -2.2950 0.4048 0.4769
H -0.2048 2.1958 0.0992 -0.1125 0.8074 -0.1407
H 0.0882 1.5642 2.7272 -0.6000 -1.5473 -0.1713
```
Forces are in eV/Å.

**LUMO level**: 0.72 eV
**HOMO-LUMO gap**: 10.8 eV
**ΔE to the lowest compared entry with this formula, charge and spin**: 2.228 eV
**SMILES**: C[C@H](Cl)C(=O)NO